No. 1
{
  "formula": "C42H118N10O12",
  "method": "wB97M-V/def2-TZVPD",
  "species": ["C", "C", "C", "O", "C", "N", "H", "H", "H", "H", "H", "H", "H", "H", "H", "H", "H", "C", "C", "C", "O", "C", "N", "H", "H", "H", "H", "H", "H", "H", "H", "H", "H", "H", "C", "C", "C", "O", "C", "N", "H", "H", "H", "H", "H", "H", "H", "H", "H", "H", "H", "C", "C", "C", "O", "C", "N", "H", "H", "H", "H", "H", "H", "H", "H", "H", "H", "H", "C", "C", "C", "O", "C", "N", "H", "H", "H", "H", "H", "H", "H", "H", "H", "H", "H", "C", "C", "C", "O", "C", "N", "H", "H", "H", "H", "H", "H", "H", "H", "H", "H", "H", "C", "C", "C", "O", "C", "N", "H", "H", "H", "H", "H", "H", "H", "H", "H", "H", "H", "C", "C", "C", "O", "C", "N", "H", "H", "H", "H", "H", "H", "H", "H", "H", "H", "H", "C", "C", "C", "O", "C", "N", "H", "H", "H", "H", "H", "H", "H", "H", "H", "H", "H", "C", "C", "C", "O", "C", "N", "H", "H", "H", "H", "H", "H", "H", "H", "H", "H", "H", "C", "O", "H", "H", "H", "H", "C", "O", "H", "H", "H", "H"],
  "xyz": [[-13.80, -17.32, -18.29], [-12.78, -17.89, -19.26], [-12.07, -19.09, -18.66], [-11.22, -18.70, -17.68], [-10.52, -19.81, -17.09], [-13.48, -18.11, -20.49], [-14.18, -16.39, -18.73], [-13.34, -17.17, -17.33], [-14.60, -18.05, -18.21], [-11.98, -17.20, -19.32], [-11.53, -19.64, -19.43], [-12.91, -19.73, -18.32], [-11.20, -20.53, -16.58], [-9.81, -19.31, -16.45], [-9.93, -20.45, -17.81], [-12.81, -18.55, -21.09], [-14.41, -18.50, -20.43], [-12.21, -18.03, -13.71], [-13.55, -17.88, -14.44], [-14.71, -18.36, -13.65], [-15.88, -18.47, -14.51], [-17.08, -17.98, -14.01], [-13.79, -16.48, -14.90], [-11.95, -19.15, -13.62], [-12.33, -17.52, -12.72], [-11.41, -17.62, -14.31], [-13.56, -18.43, -15.43], [-15.00, -17.78, -12.75], [-14.45, -19.33, -13.17], [-17.10, -16.92, -13.75], [-17.34, -18.56, -13.10], [-17.82, -18.13, -14.76], [-14.75, -16.37, -15.18], [-13.85, -15.82, -14.16], [-16.66, -24.34, -15.34], [-16.55, -23.09, -14.54], [-15.56, -22.13, -15.20], [-15.91, -21.79, -16.51], [-15.69, -20.50, -16.89], [-17.78, -22.39, -14.34], [-15.66, -24.70, -15.59], [-17.14, -24.10, -16.31], [-17.08, -25.17, -14.71], [-16.01, -23.29, -13.55], [-14.58, -22.62, -15.21], [-15.51, -21.22, -14.59], [-16.55, -19.89, -16.56], [-15.60, -20.48, -17.98], [-14.85, -20.06, -16.32], [-17.86, -21.64, -15.03], [-18.63, -22.92, -14.50], [-9.04, -24.35, -11.16], [-9.42, -24.83, -9.77], [-9.35, -26.34, -9.53], [-10.13, -26.96, -10.56], [-10.33, -28.34, -10.44], [-8.77, -24.12, -8.68], [-9.86, -24.21, -11.75], [-8.38, -25.05, -11.67], [-8.51, -23.36, -11.07], [-10.54, -24.62, -9.70], [-9.71, -26.53, -8.55], [-8.33, -26.73, -9.61], [-9.44, -28.99, -10.52], [-11.14, -28.59, -11.16], [-10.76, -28.49, -9.45], [-7.75, -24.15, -8.76], [-9.02, -23.17, -8.64], [-11.21, -24.07, -15.68], [-10.97, -24.34, -17.14], [-11.80, -23.45, -18.01], [-13.16, -23.66, -17.65], [-14.04, -23.07, -18.60], [-9.58, -24.17, -17.57], [-10.91, -23.03, -15.40], [-10.63, -24.77, -15.04], [-12.26, -24.11, -15.41], [-11.28, -25.35, -17.30], [-11.67, -23.59, -19.04], [-11.49, -22.44, -17.83], [-13.93, -22.02, -18.62], [-15.02, -23.29, -18.32], [-13.83, -23.46, -19.60], [-8.91, -24.32, -16.79], [-9.27, -23.22, -17.71], [-18.10, -21.19, -10.51], [-18.05, -20.33, -9.26], [-17.58, -21.11, -8.03], [-17.49, -20.32, -6.88], [-18.31, -20.57, -5.73], [-17.27, -19.06, -9.49], [-18.59, -20.61, -11.30], [-18.69, -22.11, -10.32], [-17.14, -21.66, -10.72], [-19.09, -19.95, -9.03], [-16.56, -21.51, -8.14], [-18.30, -21.90, -7.80], [-18.68, -21.62, -5.71], [-19.17, -19.87, -5.76], [-17.81, -20.34, -4.80], [-16.34, -19.45, -9.66], [-17.30, -18.63, -8.57], [-16.96, -25.68, -10.59], [-16.23, -25.19, -9.36], [-15.09, -24.14, -9.72], [-14.21, -24.79, -10.63], [-13.21, -25.45, -9.90], [-17.22, -24.54, -8.49], [-17.50, -24.81, -11.06], [-17.81, -26.31, -10.24], [-16.41, -26.21, -11.35], [-15.73, -26.09, -9.00], [-14.51, -23.68, -8.89], [-15.64, -23.36, -10.28], [-12.48, -24.75, -9.40], [-12.71, -26.11, -10.58], [-13.76, -26.10, -9.16], [-18.11, -25.04, -8.57], [-16.94, -24.47, -7.55], [-8.64, -15.48, -11.79], [-8.15, -16.30, -10.57], [-8.12, -15.35, -9.39], [-7.82, -15.99, -8.16], [-6.53, -15.68, -7.75], [-8.84, -17.59, -10.53], [-8.65, -16.09, -12.78], [-7.95, -14.60, -11.86], [-9.64, -15.04, -11.59], [-7.16, -16.62, -10.74], [-9.10, -14.86, -9.12], [-7.38, -14.64, -9.61], [-6.26, -16.22, -6.82], [-6.35, -14.57, -7.62], [-5.92, -15.94, -8.58], [-8.96, -17.79, -9.48], [-9.82, -17.41, -10.86], [-15.41, -23.66, -3.00], [-14.75, -23.35, -4.35], [-13.33, -23.95, -4.50], [-12.77, -23.48, -5.73], [-11.45, -23.99, -5.79], [-15.67, -23.75, -5.44], [-15.42, -24.74, -2.78], [-16.47, -23.33, -2.98], [-14.92, -23.13, -2.16], [-14.63, -22.31, -4.42], [-13.44, -25.01, -4.67], [-12.65, -23.61, -3.67], [-10.90, -23.57, -4.97], [-11.02, -23.76, -6.80], [-11.42, -25.10, -5.65], [-15.64, -24.79, -5.51], [-15.17, -23.48, -6.29], [-11.35, -21.07, -8.93], [-12.63, -20.65, -9.63], [-12.83, -21.48, -10.91], [-11.72, -21.25, -11.70], [-11.60, -21.99, -12.85], [-13.80, -20.86, -8.85], [-10.46, -21.03, -9.60], [-11.54, -22.08, -8.57], [-11.24, -20.45, -8.05], [-12.55, -19.62, -9.90], [-13.79, -21.14, -11.42], [-12.97, -22.52, -10.63], [-12.17, -21.48, -13.60], [-12.17, -22.95, -12.70], [-10.56, -22.13, -13.09], [-13.58, -21.63, -8.24], [-14.01, -20.06, -8.27], [-14.92, -17.73, -6.14], [-14.82, -19.09, -6.52], [-15.30, -17.23, -7.03], [-15.59, -17.54, -5.29], [-13.97, -17.34, -5.86], [-15.75, -19.53, -6.53], [-8.71, -20.15, -13.21], [-7.75, -19.11, -12.99], [-9.80, -19.81, -13.17], [-8.52, -20.44, -14.23], [-8.63, -20.96, -12.44], [-7.87, -18.83, -12.07]],
  "mulliken_charge": [-1.189, 0.291, 0.220, -0.483, -0.439, -0.606, 0.387, 0.267, 0.086, 0.320, 0.465, -0.452, 0.097, 0.261, 0.317, 0.286, 0.204, -1.312, 2.516, -0.430, 0.034, -0.907, -0.848, -0.280, 0.338, 0.484, -1.283, 0.569, -0.360, 0.312, 0.237, 0.292, 0.221, 0.328, -1.376, 1.473, -0.577, -0.452, -0.182, -0.492, 0.266, 0.364, 0.334, -0.495, -0.196, 0.373, 0.262, 0.374, -0.221, 0.251, 0.260, -1.667, 2.273, -1.196, -0.170, -0.879, -0.642, 0.398, 0.380, 0.340, -1.002, 0.474, 0.431, 0.309, 0.250, 0.337, 0.279, 0.176, -0.829, 0.646, -0.443, -0.226, -0.720, -0.786, -0.085, 0.376, 0.222, 0.267, 0.631, -0.363, 0.079, 0.243, 0.427, 0.315, 0.206, -0.962, 0.180, 0.344, -0.302, -0.841, -0.702, 0.375, 0.386, -0.234, 0.214, -0.464, 0.492, 0.288, 0.293, 0.277, 0.256, 0.352, -1.626, 0.599, 1.197, -0.357, -0.022, -0.131, 0.243, 0.468, 0.325, 0.019, -0.232, -1.029, -0.343, 0.207, 0.194, 0.277, 0.051, -1.341, 0.718, -1.150, -0.347, -0.711, -0.442, 0.247, 0.459, 0.368, 0.172, 0.244, 0.610, 0.235, 0.265, 0.351, 0.258, 0.120, -1.593, 0.393, -0.857, -0.046, -0.623, -0.466, 0.336, 0.355, 0.397, 0.346, 0.406, 0.322, 0.388, -0.016, 0.309, 0.334, 0.000, -0.956, -0.203, 0.869, 1.013, -1.467, 0.362, 0.216, -0.181, 0.456, 0.641, -0.535, -0.836, 0.411, 0.412, 0.382, -0.435, 0.222, -0.788, -0.401, 0.295, 0.275, 0.266, 0.267, -0.130, -0.606, -0.083, 0.212, 0.252, 0.277],
  "homo_lumo_gap_ev": 9.44,
  "e_homo_ev": -8.87,
  "spin_multiplicity": 1
}

No. 2
{
  "formula": "CCl2FNO",
  "method": "wB97M-V/def2-TZVPD",
  "species": ["C", "N", "O", "F", "Cl", "Cl"],
  "xyz": [[0.99, -0.39, -1.18], [-1.86, 0.82, 1.04], [1.35, -0.20, -2.28], [1.60, -1.13, -0.27], [-1.64, -0.01, 2.49], [-0.44, 0.92, 0.20]],
  "nbo_charge": [0.781, -0.396, -0.490, -0.318, 0.172, 0.251],
  "homo_lumo_gap_ev": [7.85, 8.53],
  "e_homo_ev": [-9.50, -10.11],
  "spin_multiplicity": 1
}

No. 3
{
  "formula": "C3H8NSe",
  "method": "wB97M-V/def2-TZVPD",
  "species": ["C", "C", "C", "N", "Se", "H", "H", "H", "H", "H", "H", "H", "H"],
  "xyz": [[1.58, -1.01, -0.65], [-0.96, -0.71, 0.97], [-2.32, 1.50, -0.14], [2.31, 0.06, -0.47], [-2.29, -0.26, -0.14], [1.57, -1.78, 0.11], [1.06, -1.15, -1.57], [-0.89, -1.75, 1.24], [-0.54, 0.02, 1.64], [-1.72, 2.08, 0.55], [-3.02, 2.01, -0.77], [2.84, 0.19, 0.39], [2.38, 0.78, -1.18]],
  "nbo_charge": [0.129, -0.943, -0.737, -0.620, 0.900, 0.239, 0.234, 0.232, 0.223, 0.225, 0.243, 0.437, 0.438],
  "homo_lumo_gap_ev": [6.30, 6.20],
  "e_homo_ev": [-11.42, -11.32],
  "spin_multiplicity": 1,
  "charge": 1
}

No. 4
{
  "formula": "C52H43AsBF4LaN5O4PS",
  "method": "wB97M-V/def2-TZVPD",
  "species": ["La", "C", "C", "C", "C", "C", "C", "P", "C", "C", "C", "C", "C", "C", "C", "C", "C", "C", "C", "C", "C", "C", "C", "C", "H", "H", "H", "H", "H", "H", "H", "H", "H", "H", "H", "H", "H", "H", "H", "H", "F", "B", "F", "F", "F", "C", "C", "O", "S", "C", "C", "C", "C", "C", "C", "C", "C", "H", "H", "H", "H", "H", "H", "H", "O", "C", "N", "C", "C", "O", "N", "C", "C", "C", "C", "C", "C", "C", "C", "C", "C", "C", "C", "H", "H", "H", "H", "H", "H", "H", "H", "H", "H", "H", "N", "C", "N", "C", "N", "C", "As", "C", "C", "O", "H", "H", "H", "H", "H", "H", "H", "H", "H"],
  "xyz": [[-0.11, 1.06, -0.28], [3.08, -6.17, -0.54], [2.34, -5.77, -1.66], [1.95, -4.44, -1.79], [2.28, -3.50, -0.82], [3.00, -3.92, 0.30], [3.40, -5.24, 0.44], [1.85, -1.71, -0.87], [0.32, -1.91, -1.92], [-0.71, -2.68, -1.37], [-1.81, -3.02, -2.14], [-1.90, -2.59, -3.46], [-0.90, -1.80, -4.00], [0.21, -1.46, -3.23], [3.06, -1.10, -2.13], [3.99, -1.91, -2.73], [4.96, -1.38, -3.61], [5.00, -0.04, -3.84], [4.08, 0.84, -3.20], [4.18, 2.24, -3.38], [3.33, 3.06, -2.70], [2.32, 2.51, -1.87], [2.12, 1.16, -1.69], [3.07, 0.32, -2.36], [3.38, -7.21, -0.44], [2.07, -6.49, -2.42], [1.37, -4.14, -2.65], [3.23, -3.20, 1.08], [3.96, -5.55, 1.31], [-0.65, -3.00, -0.34], [-2.61, -3.60, -1.70], [-2.77, -2.84, -4.05], [-0.98, -1.43, -5.02], [1.00, -0.85, -3.66], [4.00, -2.97, -2.53], [5.67, -2.05, -4.08], [5.76, 0.39, -4.49], [4.95, 2.64, -4.03], [3.41, 4.14, -2.81], [1.67, 3.23, -1.37], [-4.33, -0.45, -1.18], [-3.07, 0.03, -0.86], [-3.10, 1.32, -0.32], [-2.20, 0.05, -1.98], [-2.42, -0.81, 0.10], [-5.23, 4.24, -7.48], [-5.95, 5.55, -7.33], [-6.69, 5.97, -8.19], [-5.73, 6.56, -5.87], [-4.56, 5.68, -4.89], [-3.19, 5.86, -5.08], [-2.27, 5.15, -4.32], [-2.69, 4.24, -3.34], [-4.08, 4.08, -3.15], [-4.99, 4.79, -3.90], [-1.77, 3.48, -2.57], [-0.99, 2.77, -1.95], [-5.94, 3.52, -7.88], [-4.79, 3.86, -6.56], [-4.43, 4.38, -8.22], [-2.85, 6.56, -5.84], [-1.21, 5.29, -4.48], [-4.40, 3.38, -2.39], [-6.05, 4.65, -3.75], [-1.52, 1.30, 2.00], [-1.17, 0.18, 2.39], [-1.63, -0.43, 3.52], [-0.96, -1.69, 3.72], [-0.04, -1.69, 2.45], [0.72, -2.62, 2.21], [-0.22, -0.56, 1.74], [-1.90, -2.90, 3.74], [-3.26, -2.74, 3.95], [-4.11, -3.84, 4.03], [-3.60, -5.12, 3.89], [-2.24, -5.29, 3.68], [-1.39, -4.19, 3.61], [-0.14, -1.65, 5.03], [-0.83, -1.37, 6.21], [-0.16, -1.28, 7.42], [1.22, -1.45, 7.46], [1.91, -1.72, 6.29], [1.23, -1.83, 5.07], [-2.47, -0.11, 3.97], [-3.69, -1.75, 4.03], [-5.17, -3.69, 4.18], [-4.26, -5.98, 3.93], [-1.82, -6.28, 3.56], [-0.33, -4.32, 3.44], [-1.91, -1.24, 6.19], [-0.71, -1.06, 8.32], [1.76, -1.36, 8.39], [2.99, -1.82, 6.29], [1.78, -2.04, 4.17], [4.94, -0.62, 4.67], [4.44, -0.58, 3.62], [3.96, -0.62, 2.40], [3.09, 0.20, 1.93], [2.34, 0.92, 1.39], [0.88, 4.93, 2.99], [1.43, 3.24, 2.24], [3.28, 3.58, 1.86], [1.10, 2.13, 3.77], [0.46, 3.13, 0.86], [1.49, 5.17, 3.87], [-0.17, 4.88, 3.27], [1.01, 5.70, 2.23], [3.90, 3.06, 2.58], [3.43, 4.66, 1.91], [3.48, 3.19, 0.87], [1.94, 2.30, 4.46], [1.05, 1.08, 3.51], [0.17, 2.47, 4.21]],
  "mulliken_charge": [1.907, -0.526, -0.670, -0.209, 0.044, -0.538, -0.650, 2.244, -0.251, 0.156, -0.685, -0.676, -0.749, -0.313, 0.239, -0.975, -0.892, -0.877, 0.963, -0.926, -1.319, 0.245, -0.558, 0.057, 0.343, 0.391, 0.449, 0.336, 0.413, 0.233, 0.411, 0.316, 0.368, 0.399, 0.334, 0.416, 0.319, 0.278, 0.414, 0.555, -0.302, 0.258, -0.390, -0.311, -0.100, -0.805, 0.608, -0.593, -0.159, -0.495, -0.008, -0.603, 0.532, -0.541, -0.158, -0.014, -1.309, 0.305, 0.271, 0.231, 0.400, 0.483, 0.529, 0.392, -0.633, -1.496, 0.515, 3.441, -1.769, -0.466, 2.223, -0.425, -0.299, -0.897, -0.437, -0.922, -0.253, -0.427, -0.360, -0.938, -0.509, -1.055, 0.022, 0.381, 0.235, 0.389, 0.374, 0.403, 0.541, 0.374, 0.381, 0.386, 0.451, 0.540, -0.786, 0.596, -0.797, 0.229, -0.080, -1.535, 1.293, -1.146, -0.614, -0.892, 0.400, 0.357, 0.405, 0.365, 0.455, 0.197, 0.557, -0.441, 0.431],
  "homo_lumo_gap_ev": 6.84,
  "e_homo_ev": -3.11,
  "spin_multiplicity": 1,
  "charge": -2
}

No. 5
{
  "formula": "C4H7HgO2",
  "method": "wB97M-V/def2-TZVPD",
  "species": ["H", "O", "C", "C", "C", "C", "O", "Hg", "H", "H", "H", "H", "H", "H"],
  "xyz": [[-0.60, 0.25, 1.59], [1.90, -0.87, -0.32], [0.69, -1.10, 0.28], [-0.20, -1.91, -0.39], [-1.19, -2.79, 0.33], [-2.32, -1.81, 0.11], [-2.87, -1.16, 1.02], [-2.71, 0.35, 2.50], [2.54, -0.54, 0.33], [0.76, -1.24, 1.37], [-0.16, -1.94, -1.48], [-0.96, -2.92, 1.39], [-1.44, -3.72, -0.20], [-2.67, -1.71, -0.94]],
  "mulliken_spin": [0.557, -0.010, 0.016, 0.072, -0.001, -0.016, 0.029, 0.381, 0.003, -0.037, 0.004, 0.002, 0.005, -0.004],
  "homo_lumo_gap_ev": [7.46, 7.12],
  "e_homo_ev": [-7.08, -8.02],
  "spin_multiplicity": 2
}

No. 6
{
  "formula": "C2H6NO2",
  "method": "wB97M-V/def2-TZVPD",
  "species": ["C", "N", "H", "H", "H", "H", "O", "C", "O", "H", "H"],
  "xyz": [[1.00, -1.04, 1.44], [1.41, 0.10, 1.07], [-0.03, -1.32, 1.50], [1.70, -1.79, 1.79], [2.40, 0.30, 1.10], [0.73, 0.78, 0.75], [-0.58, -0.26, -0.55], [-1.10, 0.29, -1.49], [-1.92, 1.31, -1.20], [-1.02, 0.14, -2.57], [-2.60, 1.49, -1.86]],
  "nbo_charge": [0.181, -0.567, 0.249, 0.223, 0.443, 0.462, -0.651, 0.680, -0.674, 0.144, 0.511],
  "homo_lumo_gap_ev": 10.36,
  "e_homo_ev": -15.41,
  "spin_multiplicity": 1,
  "charge": 1
}

For each record above, in turn, the calculated relative energy (zero: lowest compared OMol25 entry of this formula, charge and spin) values are 37.19; 49.45; 64.32; 25.46; 59.18; 23.90 kcal/mol.
For each record above, in turn, the calculated max |F| values are 3.406; 0.671; 1.045; 1.410; 4.930; 2.140 eV/Å.